Record 1
DFT (ωB97M-V with the def2-TZVPD basis set) results for 15 unconnected molecules or ions with the total composition C56H88F14NO24P2 at a distorted geometry.

Structure (ORCA input):
```
! wB97M-V def2-TZVPD RIJCOSX def2/J DEFGRID3
* xyz -1 1
P 2.4569 -0.0551 5.7037
P -3.0626 2.2038 2.9958
F -3.6739 1.0218 2.0394
F -4.2193 3.2715 2.5577
F 4.0191 0.2176 5.9701
F 2.0003 0.9483 6.8834
F 2.4863 1.1113 4.5911
F 1.0558 -4.3210 -4.0450
F -0.2569 4.4578 -4.3134
F -4.1203 1.7508 4.1686
F -2.6239 3.4193 3.9976
F -2.0129 1.1104 3.6151
F 2.4403 -1.2642 6.7926
F 0.8836 -0.3142 5.3491
F -1.9601 2.7179 1.9128
F 2.9124 -1.1916 4.5589
O -1.3676 5.4782 4.9727
O 3.4451 0.7290 -3.1044
O -6.2385 0.2279 -4.9073
O -8.0117 -7.0610 -0.4911
O 4.9559 2.4159 -2.9659
O 6.5977 -1.8443 2.7552
O 0.8520 5.1447 4.6553
O -5.8092 -1.8931 -5.5185
O -5.5625 2.2984 -2.2401
O -6.5718 3.5209 -3.7227
O 0.9327 -3.8795 0.9100
O 0.0531 7.1360 4.4842
O -6.0759 -1.2380 -3.3629
O -8.2010 -5.8271 -2.3633
O -6.2615 -6.0748 -1.5170
O 5.2433 -1.8037 0.9301
O 6.3050 2.3713 2.6233
O 0.5187 -6.0822 0.8318
O 7.3507 2.9541 0.8784
O 7.4951 -1.8353 0.8202
O 5.1857 2.2910 0.6640
O -5.7868 4.4836 -1.8604
O 1.6840 -5.3265 2.4826
O 5.6329 0.4612 -3.5140
N 0.2683 -0.0984 0.8405
C -0.5030 3.2215 -3.8618
C 4.5638 1.1683 -3.1690
C 4.6245 -4.4834 -3.3726
C 1.4356 4.8030 0.5901
C 2.1523 5.9262 1.0262
C 3.4417 -4.5281 -4.0860
C 0.8111 3.7901 5.0064
C -1.0448 8.0799 4.4525
C 5.4506 -1.9793 3.6238
C 2.1238 1.5439 0.7338
C 2.2847 -3.7712 -2.1410
C 2.3487 6.5818 -1.2538
C 2.2516 -4.2427 -3.4345
C 0.5117 2.2637 -3.9685
C 0.6448 1.3728 1.0548
C 3.4557 -3.5734 -1.4287
C 1.4404 -0.5875 -0.0086
C -5.2082 1.9802 -0.8991
C -9.5879 -5.9340 -2.5372
C 0.2799 0.9630 -3.6005
C -7.0856 4.7358 -4.2098
C -2.0684 -2.5548 4.2906
C -2.9215 -1.9282 -0.4324
C -1.6867 -3.7632 3.6343
C -0.2698 5.8823 4.7481
C -3.3249 -2.0641 4.0617
C -7.5320 -6.3759 -1.3517
C 7.4587 -1.7248 -0.5886
C 1.1926 4.5814 -0.7480
C -0.2479 -5.8856 -0.3549
C -3.7320 -3.8383 2.5238
C 2.4467 -4.2463 3.0378
C 2.6753 0.1600 0.4432
C 6.3295 -1.8155 1.4401
C -6.3378 0.6634 -6.2409
C 5.1219 2.2529 3.4349
C 1.0086 -4.9747 1.3865
C -5.2959 -6.1037 -0.4765
C -2.0765 1.4989 -3.1262
C 6.1726 2.5193 1.3057
C 1.7420 5.4315 -1.7149
C 0.3356 -0.8057 2.1858
C -2.4438 -4.3652 2.6187
C 5.4565 -0.9043 -3.8162
C -5.9540 3.5305 -2.5751
C 4.6069 -4.0959 -2.0167
C -5.9971 -1.0663 -4.6656
C -1.7474 2.7981 -3.4602
C -5.7098 -2.5037 -2.8337
C -0.9741 0.6341 -3.1040
C -4.1834 -2.7191 3.1841
C 2.5544 6.8797 0.0971
C -1.4152 -1.6566 -0.3321
C 3.9744 3.4498 -2.9901
C -1.0858 -0.2430 0.1934
C 7.5100 3.2701 -0.5004
H 2.2710 2.1209 -0.1797
H -6.6192 -3.0806 -2.6622
H -1.8174 7.5227 3.9251
H 3.0377 -0.3641 1.3306
H 1.3626 -3.4922 -1.6416
H 7.3019 4.3317 -0.6323
H 5.8960 -1.9496 4.6196
H 1.0998 4.1206 1.3596
H -7.9582 5.0076 -3.6112
H -5.0158 -3.0878 -3.4354
H 3.4017 -4.8545 -5.1186
H -4.4004 -4.2478 1.7690
H 3.1029 3.3318 -2.3452
H 2.9770 -4.6297 3.9058
H 4.8542 -1.0769 3.5802
H 3.4408 -3.3108 -0.3804
H -1.0198 -2.4862 0.2584
H -0.7037 -4.1762 3.8382
H -3.2644 -2.1205 0.5852
H 5.3043 2.3111 4.5029
H 1.2400 -0.4875 -1.0784
H -7.3407 4.7905 -5.2642
H 2.7045 2.0571 1.4970
H 0.2038 3.2041 4.3148
H 3.5470 3.4901 -3.9941
H 6.4120 -1.3688 -4.0440
H 2.5487 7.4111 -1.9267
H 6.6559 -1.0744 -0.9345
H -3.7803 -1.1449 4.4144
H -6.4551 1.7453 -6.2535
H 5.0660 -2.9841 3.4725
H -5.2361 -2.3339 -1.8696
H 1.8414 3.4227 4.9582
H -2.0162 -5.1967 2.0774
H -10.0503 -5.2025 -1.8742
H -5.6706 -6.3910 0.5029
H 4.8494 -1.4575 -3.0997
H -1.2827 8.3476 5.4788
H 6.8126 2.6753 -1.0948
H -4.8229 -5.1229 -0.4282
H -10.0464 -6.9147 -2.3680
H 1.2211 -0.5136 2.7387
H 1.0415 0.2096 -3.7367
H -1.7544 -0.1109 1.0477
H -0.7258 8.9541 3.8941
H -9.7858 -5.8154 -3.6028
H 2.2803 6.1214 2.0836
H 5.5646 -4.2600 -1.5384
H -3.1093 1.3226 -2.8655
H 1.4787 2.4789 -4.4095
H 4.8916 -1.0811 -4.7403
H 4.5298 1.4276 3.0537
H -1.1334 -5.2566 -0.2578
H 2.8741 7.8892 0.3106
H 0.3218 -1.8625 1.9513
H -3.1588 -2.8520 -0.9628
H 3.4761 0.1110 -0.2898
H 0.0295 1.9399 0.3582
H 4.6409 3.2271 3.2817
H -5.4136 0.9083 -0.8728
H 1.7357 -3.5446 3.4872
H -0.6318 -0.6513 2.6593
H -0.6641 -6.8425 -0.6705
H 1.5765 5.1877 -2.7554
H 5.4776 -4.9793 -3.8158
H 8.5286 2.9899 -0.7572
H 1.5394 -1.6653 0.1311
H 0.3423 -5.5493 -1.2051
H 0.3468 1.6610 2.0602
H -5.2170 -2.4432 3.0334
H -0.9057 -1.8391 -1.2848
H -6.3975 5.5702 -4.0479
H -7.1597 0.1702 -6.7576
H 3.0826 -3.6395 2.3962
H 0.5813 3.5434 6.0469
H -4.5098 -6.7865 -0.7983
H -1.1721 0.6092 -0.4722
H -2.5656 3.5148 -3.4206
H 7.4420 -2.6745 -1.1239
H -5.8480 2.4337 -0.1448
H -3.5454 -1.1172 -0.8096
H -1.1551 -0.4341 -3.0108
H 4.4811 4.3484 -2.6540
H -4.1482 2.1340 -0.7029
H -5.3964 0.5174 -6.7778
H 8.3679 -1.2482 -0.9600
H 0.4820 3.7968 -0.9847
H -1.2988 -2.1139 4.9104
*
```

Output
- total energy (eV) = -166764.931
- E_HOMO (eV) = -7.459
- LUMO level (eV) = 1.62
- molar mass (g/mol) = 1487.223
- frontier orbital gap (eV) = 9.08

Record 2
DFT (ωB97M-V with the def2-TZVPD basis set) results for a molecular structure, C57H102N8O11Zr at a distorted geometry.

Structure (ORCA input):
```
! wB97M-V def2-TZVPD RIJCOSX def2/J DEFGRID3
* xyz 2 1
Zr -3.6192 3.5400 1.1476
O 0.9214 -0.2209 10.6901
O -2.7986 -5.4787 -1.1646
O -5.4504 3.1093 -0.0809
O -3.6498 2.9029 -1.0684
O 1.2847 5.1461 -4.3205
O -1.7457 -1.8492 3.1475
O 2.1398 2.8321 6.4789
O -2.9089 3.9741 3.1547
O 6.0608 -0.4833 -3.5639
O -1.5374 2.9661 0.9137
O -0.9970 2.4979 -7.0120
N -1.3663 3.6235 -6.2843
N -1.3339 -3.1177 2.7066
N -1.4144 4.8965 4.6024
N 1.5356 4.3164 -2.1808
N 3.3539 4.8815 -3.4298
N -2.6904 3.1085 5.2393
N -1.9131 -4.7438 -1.9689
N 5.3910 -0.2108 -2.3472
C -5.6631 2.3028 -2.3822
C -1.5370 4.7845 -7.1521
C -3.6731 2.7553 -5.7490
C 2.6368 2.0204 11.1083
C 1.1435 0.5603 9.7912
C -1.8585 -5.4676 2.4110
C -0.1045 -3.3035 -3.7373
C 3.3387 -0.3576 -1.0507
C 1.9628 1.7553 9.9042
C 1.7247 2.2445 7.4609
C -2.4613 4.5144 -4.3378
C -2.6224 -2.5811 -0.8850
C 0.0682 1.8448 2.3900
C 3.9558 -0.5335 -2.4315
C -0.5919 -0.5661 8.3453
C -1.0153 -2.5545 -2.7596
C -0.3216 1.1348 -0.0181
C -2.2502 -3.3464 -2.1733
C -2.7472 4.6547 -8.1264
C 3.2862 0.4499 -3.3850
C 0.7085 1.1820 7.3761
C -0.4090 -6.6239 -1.8797
C 3.2412 3.2513 11.3404
C -0.2107 5.1135 -7.8865
C 2.2264 2.6198 8.8230
C 7.4123 0.0557 -1.0298
C -0.3804 -5.7834 2.4764
C -3.3224 -3.2000 -3.2213
C 0.4583 0.3569 8.4691
C -0.0073 1.0692 6.1503
C -2.2299 -4.1664 3.1509
C -4.9063 2.8146 -1.1880
C 0.2279 -4.7078 -3.2165
C -1.2923 -0.7269 7.1858
C 0.7793 -3.2227 4.1325
C -0.3092 2.2950 0.9972
C -2.1601 -4.6177 4.6710
C 2.9678 3.7721 8.9971
C -2.9177 5.7597 -5.1230
C 4.0124 -0.9923 0.1673
C 3.4956 4.0806 10.2583
C 0.4522 -4.5687 2.0306
C -0.9925 -5.5329 -2.7735
C 6.3995 -2.3288 -1.3473
C -1.7596 2.1326 -4.3115
C -2.3376 3.2605 -5.2026
C -1.8791 5.9953 -6.2462
C 0.7387 -2.1658 1.8503
C 3.6378 -1.9394 -3.0632
C -2.4037 4.0221 4.3335
C 0.1351 -3.2594 2.7433
C 5.4798 -0.5765 0.1525
C 6.1529 -0.8386 -1.2426
C -1.7455 -6.1848 -3.9748
C -3.6647 -3.8824 2.8258
C -0.9634 0.0658 6.0889
C 1.9803 4.8168 -3.3717
H 2.5919 -2.1954 -2.8621
H 2.1723 3.7738 -1.6269
H -1.3876 5.1097 5.5914
H 3.2771 0.7177 -0.8579
H -2.3702 -5.5270 1.4470
H -5.6469 2.9763 -3.2353
H -3.4059 2.4549 4.9633
H -4.1834 2.1133 -5.0222
H -2.5858 -6.6968 -3.4912
H -0.9513 -0.9851 9.2785
H -0.6815 -3.5365 -4.6405
H -0.1137 -6.4126 -0.8517
H -5.3697 1.2758 -2.5843
H -4.3846 -4.6935 2.9486
H 0.4770 -7.0791 -2.3263
H -3.5875 2.0161 -6.5484
H 1.8411 -2.9846 4.1327
H 3.9859 4.8897 -2.6551
H 2.6271 1.3266 11.9386
H -2.0915 2.9217 6.0312
H 0.3390 1.5798 5.2643
H -2.0959 -1.4508 7.1719
H -1.6271 -1.2834 2.3750
H -0.1794 2.6633 3.0679
H -3.3348 -3.1542 -0.2947
H -1.7067 -2.7950 -0.3000
H -1.1690 -7.4099 -1.8417
H 0.5977 3.9440 -2.1795
H 3.4313 -0.6052 1.0082
H -3.9785 5.8032 -5.3605
H -4.2194 -3.8100 -3.1009
H -3.0407 -5.1867 4.9660
H 3.8301 -2.1068 -4.1188
H -2.5149 1.7123 -3.6517
H 1.8042 -2.3351 1.7206
H -2.6905 6.6412 -4.5176
H -4.3599 3.5552 -6.0203
H 0.0900 6.1156 -7.5714
H -2.5759 5.3133 -8.9804
H 0.6663 -1.1950 2.3730
H 3.2802 4.3961 8.1720
H -2.7987 3.6750 -8.6017
H 5.6394 0.4382 0.5189
H 0.6043 0.5537 -0.0186
H -1.3454 -0.1137 5.0877
H -1.2942 -5.2099 4.9765
H 3.4301 1.4889 -3.0801
H -2.3514 -6.2882 2.9416
H -0.1899 -6.4999 1.6719
H 6.3151 0.4005 -3.8505
H -1.2001 -6.9447 -4.5284
H 1.5152 -4.8151 2.0399
H 5.9705 -1.1772 0.9245
H -1.3022 5.6461 3.9367
H -0.4977 5.3264 -8.9161
H -1.5623 4.6228 -3.7373
H 0.6017 -4.1713 4.6368
H -2.2039 6.8298 -6.8681
H 5.5403 -2.9712 -1.1529
H 0.5426 2.9178 0.6964
H -2.4613 -5.1526 -0.3189
H -2.2702 -5.4600 -4.5927
H 0.8112 -2.7932 -4.0260
H 0.1960 -4.4366 0.9722
H 6.4986 -2.5461 -2.4167
H 0.8204 -5.1080 -4.0394
H 2.3675 -0.8604 -1.1184
H 3.6250 3.5827 12.2955
H 0.6210 4.4341 -7.7474
H 0.8749 -4.5430 -2.3480
H -2.0396 -3.7855 5.3754
H 1.0553 1.3913 2.3752
H -0.9754 6.2469 -5.6884
H -0.1989 2.1521 -6.5904
H 4.1374 4.9493 10.3129
H 4.1183 -2.7228 -2.4779
H -3.5895 -2.1593 -3.4220
H -2.8966 -3.5303 -4.1735
H -3.6596 -3.5889 1.7745
H 0.1727 -1.7849 0.9936
H 2.2011 0.2923 -3.4096
H -0.0582 -6.2251 3.4161
H 8.0573 -0.0669 -1.9067
H -0.3055 1.4744 -1.0613
H -0.4541 -2.2653 -1.8641
H -1.4539 1.3124 -4.9687
H 7.2549 -2.6397 -0.7534
H 3.5544 0.2551 -4.4236
H 7.2262 1.1227 -0.9350
H -2.5296 -1.5005 -0.8529
H -1.3511 -1.6413 -3.2533
H 0.2656 -2.4414 4.7008
H -0.6171 1.0414 2.6988
H -4.0938 -3.1807 3.5466
H -3.3639 4.3502 -3.7335
H -1.2121 0.5025 -0.0260
H 3.6959 5.0324 -4.3647
H 7.9815 -0.2679 -0.1581
H -3.6301 5.0096 -7.6018
H 3.8476 -2.0706 0.1195
H -0.8429 2.4002 -3.7827
H -6.6998 2.3094 -2.0389
*
```

Output
- total energy (eV) = -96466.093
- E_HOMO (eV) = -11.188
- LUMO level (eV) = -9.59
- molar mass (g/mol) = 1166.712
- frontier orbital gap (eV) = 1.60

- Which of these has the highest molar mass?
  C56H88F14NO24P2

- What is the LUMO level in the second record?
  -9.59 eV

- Number 2 is which compound?
  C57H102N8O11Zr